1.
{
  "formula": "C27H23BCl7N4O5STi",
  "method": "ωB97M-V/def2-TZVPD",
  "total_charge": -1,
  "homo_lumo_gap_ev": 6.2,
  "mol_weight_g_mol": 822.421,
  "e_homo_ev": -4.051,
  "symbols": ["Ti", "Cl", "C", "C", "Cl", "C", "Cl", "C", "O", "C", "Cl", "C", "Cl", "N", "C", "C", "C", "C", "C", "C", "S", "O", "O", "N", "C", "N", "C", "C", "C", "N", "H", "H", "H", "H", "H", "H", "H", "H", "H", "C", "C", "C", "C", "C", "C", "C", "C", "O", "B", "O", "C", "C", "H", "H", "H", "H", "H", "H", "H", "H", "H", "H", "H", "H", "Cl", "C", "Cl", "H", "H"],
  "positions_angstrom": [[0.8589, 0.3465, 0.6460], [-1.9484, -6.4056, 1.5758], [-1.4975, -4.8027, 1.1287], [-1.7871, -3.7314, 1.9650], [-2.6072, -3.9953, 3.4584], [-1.4160, -2.4442, 1.6011], [-1.7478, -1.1080, 2.6437], [-0.7439, -2.1769, 0.4004], [-0.4004, -0.9548, 0.0629], [-0.4656, -3.2726, -0.4300], [0.3607, -2.9689, -1.9038], [-0.8362, -4.5628, -0.0737], [-0.4717, -5.8792, -1.1251], [-0.8656, 3.6281, -6.7405], [-0.2587, 3.4833, -5.4893], [-0.1082, 4.5844, -4.6471], [0.5300, 4.4506, -3.4266], [1.0349, 3.2161, -3.0495], [0.8944, 2.1105, -3.8769], [0.2492, 2.2460, -5.0924], [1.8463, 3.0412, -1.4927], [1.9908, 4.3527, -0.9306], [3.0249, 2.2422, -1.6919], [0.8403, 2.1255, -0.5990], [-0.3563, 2.6237, -0.1876], [-0.9229, 3.7417, -0.6281], [-2.1177, 4.0226, -0.1200], [-2.7686, 3.2168, 0.7985], [-2.0980, 2.0711, 1.1923], [-0.9005, 1.7834, 0.7191], [-1.5103, 4.3992, -6.8062], [-1.2582, 2.7788, -7.1137], [-0.4999, 5.5479, -4.9535], [0.6406, 5.2883, -2.7528], [1.2831, 1.1519, -3.5593], [0.1362, 1.3878, -5.7453], [-2.5716, 4.9408, -0.4790], [-3.7430, 3.4679, 1.1880], [-2.5197, 1.3757, 1.9063], [7.6011, -2.9051, -4.3948], [7.4692, -1.4738, -3.8556], [8.4481, -1.3117, -2.6919], [7.8674, -0.4784, -4.9546], [6.0212, -1.2156, -3.4319], [5.0049, -1.3103, -4.3865], [3.6639, -1.0800, -4.0809], [3.3680, -0.7466, -2.7816], [2.1558, -0.4679, -2.2103], [2.4426, -0.1414, -0.8739], [3.8031, -0.3295, -0.6200], [4.3592, -0.6554, -1.8217], [5.6841, -0.8838, -2.1154], [8.6318, -3.1008, -4.7023], [6.9527, -3.0683, -5.2563], [7.3263, -3.6293, -3.6257], [9.4651, -1.4980, -3.0439], [8.2365, -2.0191, -1.8883], [8.4144, -0.3008, -2.2823], [8.9022, -0.6499, -5.2630], [7.7792, 0.5466, -4.5904], [7.2295, -0.5780, -5.8333], [5.2548, -1.5680, -5.4083], [2.8918, -1.1554, -4.8359], [6.4219, -0.7938, -1.3315], [1.6922, 1.9577, 2.2226], [1.7109, 1.5261, 4.1018], [1.8683, -1.2398, 1.8653], [0.6993, 1.0956, 4.1597], [2.3774, 0.6568, 4.0327]]
}

***

2.
{
  "formula": "C27H23Cl3N9ORuSe2",
  "method": "ωB97M-V/def2-TZVPD",
  "total_charge": -2,
  "s2": 0.779,
  "e_above_lowest_ev": 0.207,
  "homo_lumo_gap_ev": [4.8, 5.8],
  "spin_multiplicity": 2,
  "mol_weight_g_mol": 854.892,
  "e_homo_ev": [-0.978, -1.930],
  "symbols": ["Ru", "C", "Se", "C", "C", "Se", "C", "H", "H", "H", "H", "H", "H", "H", "H", "H", "H", "N", "C", "N", "N", "N", "N", "C", "N", "N", "N", "N", "H", "Cl", "C", "C", "C", "Cl", "C", "O", "C", "Cl", "C", "H", "H", "C", "C", "C", "C", "C", "C", "C", "C", "C", "C", "C", "C", "C", "C", "C", "H", "H", "H", "H", "H", "H", "H", "H", "H", "H"],
  "positions_angstrom": [[0.8644, 1.1827, 1.0993], [-2.7454, -3.5125, 2.6229], [-1.9807, -2.1907, 1.4080], [-0.1537, -2.4340, 2.0360], [0.1182, -1.8169, 3.4042], [0.8855, -0.0138, 3.3524], [2.7287, -0.6301, 3.5226], [-2.3227, -4.5017, 2.4448], [-3.8166, -3.5436, 2.4292], [-2.5918, -3.2277, 3.6633], [0.4765, -1.9850, 1.2677], [0.0302, -3.5110, 2.0514], [0.8328, -2.4201, 3.9682], [-0.7914, -1.7450, 3.9992], [2.8173, -1.2407, 4.4206], [3.3555, 0.2530, 3.6232], [3.0361, -1.1957, 2.6464], [-1.0969, 3.7895, 0.1449], [-1.4985, 3.0676, 1.2454], [-2.6108, 3.3193, 1.9200], [-2.6385, 2.3693, 2.8759], [-1.6134, 1.5964, 2.7764], [-0.8495, 2.0250, 1.7475], [0.0854, 3.6103, -0.5368], [0.5015, 4.4210, -1.4970], [1.6589, 3.8710, -1.9144], [1.9249, 2.8048, -1.2423], [0.9302, 2.6023, -0.3488], [-1.6267, 4.6125, -0.0752], [7.9213, 2.4929, 1.1662], [6.1990, 2.4849, 1.4889], [5.3825, 1.5702, 0.8503], [4.0301, 1.5812, 1.1197], [3.0246, 0.3836, 0.3322], [3.3918, 2.4817, 2.0165], [2.1439, 2.4872, 2.2857], [4.3075, 3.3806, 2.6361], [3.6568, 4.5167, 3.7809], [5.6637, 3.3936, 2.3870], [5.7899, 0.8572, 0.1468], [6.2958, 4.1105, 2.8918], [-0.1707, 0.1167, -0.1405], [-0.8229, -0.4134, -1.0522], [-1.5326, -0.9675, -2.1010], [-2.9842, -1.0262, -2.0569], [-3.6583, -0.7841, -0.8443], [-5.0375, -0.8029, -0.7696], [-5.8085, -1.0588, -1.9004], [-5.1635, -1.2742, -3.1125], [-3.7810, -1.2545, -3.1942], [-0.7594, -1.4888, -3.2399], [-1.1462, -2.6243, -3.9651], [-0.3723, -3.1116, -5.0076], [0.8124, -2.4792, -5.3616], [1.2148, -1.3554, -4.6473], [0.4471, -0.8703, -3.6024], [-3.0635, -0.5595, 0.0334], [-5.5178, -0.6030, 0.1812], [-6.8903, -1.0698, -1.8410], [-5.7448, -1.4430, -4.0128], [-3.3082, -1.3880, -4.1583], [-2.0536, -3.1461, -3.6872], [-0.6936, -4.0002, -5.5404], [1.4144, -2.8572, -6.1798], [2.1334, -0.8414, -4.9047], [0.7704, 0.0060, -3.0521]]
}

***

3.
{
  "formula": "C27H23CrN5S",
  "method": "ωB97M-V/def2-TZVPD",
  "total_charge": 0,
  "s2": 6.018,
  "homo_lumo_gap_ev": [6.8, 7.0],
  "spin_multiplicity": 5,
  "mol_weight_g_mol": 501.579,
  "e_homo_ev": [-6.365, -6.657],
  "symbols": ["Cr", "S", "C", "C", "C", "C", "C", "N", "H", "H", "H", "H", "N", "C", "C", "C", "C", "C", "N", "C", "C", "C", "C", "C", "N", "H", "H", "H", "H", "H", "H", "H", "H", "H", "C", "C", "C", "C", "C", "C", "N", "C", "C", "C", "C", "C", "C", "H", "H", "H", "H", "H", "H", "H", "H", "H", "H"],
  "positions_angstrom": [[-1.3728, 0.1576, 0.0703], [-3.8075, 0.3575, 0.5556], [-3.2892, 2.0065, 0.2745], [-4.0928, 3.1551, 0.2290], [-3.5037, 4.3690, -0.0364], [-2.1282, 4.4597, -0.2608], [-1.3930, 3.2972, -0.1993], [-1.9669, 2.1220, 0.0690], [-5.1565, 3.0582, 0.3973], [-4.1168, 5.2620, -0.0766], [-1.6443, 5.4018, -0.4730], [-0.3209, 3.2709, -0.3531], [0.4179, -2.5976, 0.5556], [0.1247, -2.0415, 1.8026], [0.9423, -2.3786, 2.8877], [0.6313, -1.8583, 4.1192], [-0.4842, -1.0361, 4.2688], [-1.2112, -0.7443, 3.1374], [-0.9005, -1.2186, 1.9227], [-0.4029, -2.7292, -0.5614], [-0.2127, -3.8410, -1.3924], [-0.9979, -3.9717, -2.5078], [-1.9831, -3.0241, -2.7744], [-2.0963, -1.9624, -1.9113], [-1.3020, -1.7976, -0.8389], [1.1840, -3.2500, 0.5721], [1.7941, -3.0322, 2.7478], [1.2572, -2.0926, 4.9713], [-0.7656, -0.6197, 5.2253], [-2.0771, -0.0910, 3.1639], [0.5429, -4.5747, -1.1438], [-0.8548, -4.8176, -3.1691], [-2.6328, -3.0957, -3.6339], [-2.8377, -1.1878, -2.0624], [1.8832, -1.1707, -3.9949], [2.5685, -1.4400, -2.8128], [2.1796, -0.8505, -1.6197], [1.0963, 0.0388, -1.5677], [0.4399, 0.3194, -2.7667], [0.8172, -0.2852, -3.9613], [0.5890, 0.5602, -0.3586], [1.4652, 1.1826, 0.5129], [2.7684, 1.5923, 0.1712], [3.5807, 2.2455, 1.0877], [3.1489, 2.5249, 2.3780], [1.8600, 2.1387, 2.7258], [1.0390, 1.4859, 1.8216], [2.1846, -1.6358, -4.9245], [3.4122, -2.1212, -2.8233], [2.7130, -1.0738, -0.7021], [-0.3847, 1.0249, -2.7488], [0.2769, -0.0541, -4.8719], [3.1396, 1.4113, -0.8287], [4.5733, 2.5513, 0.7770], [3.7890, 3.0370, 3.0838], [1.4828, 2.3476, 3.7207], [0.0339, 1.2159, 2.1267]]
}

***

4.
{
  "formula": "C27H23F5IrN4O3PSTe",
  "method": "ωB97M-V/def2-TZVPD",
  "total_charge": 0,
  "e_above_lowest_ev": 0.000,
  "homo_lumo_gap_ev": 7.7,
  "mol_weight_g_mol": 929.354,
  "e_homo_ev": -8.607,
  "symbols": ["Ir", "C", "C", "N", "N", "C", "N", "S", "C", "C", "C", "C", "C", "N", "H", "H", "H", "H", "H", "H", "H", "H", "H", "O", "C", "O", "C", "C", "C", "C", "C", "C", "P", "C", "C", "C", "C", "C", "C", "C", "C", "C", "C", "C", "C", "H", "H", "H", "H", "H", "H", "H", "H", "H", "H", "H", "H", "H", "H", "F", "Te", "F", "F", "F", "F", "O"],
  "positions_angstrom": [[-1.1255, -0.0546, 1.8041], [-2.8355, 3.8141, 1.6968], [-1.9538, 2.6237, 1.8218], [-2.3720, 1.4165, 1.6473], [-3.7075, 1.0987, 1.5539], [-3.9610, 0.1652, 2.4413], [-5.2389, -0.2108, 2.6454], [-2.7053, -0.5359, 3.4465], [-0.5974, 2.6862, 2.3605], [0.0716, 3.8411, 2.6998], [1.2698, 3.7367, 3.3937], [1.7485, 2.4883, 3.7304], [1.0334, 1.3646, 3.3468], [-0.1104, 1.4630, 2.6805], [-3.7924, 3.5309, 1.2709], [-2.3551, 4.5591, 1.0610], [-2.9969, 4.2641, 2.6780], [-5.8981, 0.0988, 1.9482], [-5.3730, -1.1494, 2.9821], [-0.3334, 4.8029, 2.4200], [1.8302, 4.6251, 3.6486], [2.6923, 2.3571, 4.2374], [1.3957, 0.3694, 3.5528], [-3.9128, -1.8793, 0.3558], [-2.7790, -1.7432, -0.0423], [-1.7094, -1.6431, 0.7086], [-2.4610, -1.7170, -1.5148], [-3.4681, -2.0950, -2.3899], [-3.2585, -2.0863, -3.7597], [-2.0344, -1.6782, -4.2609], [-1.0251, -1.2823, -3.3943], [-1.2154, -1.2995, -2.0112], [0.2110, -0.8366, -0.9769], [1.4185, -0.1428, -2.1104], [2.5392, -0.8639, -2.5086], [3.4795, -0.2696, -3.3386], [3.2993, 1.0363, -3.7660], [2.1791, 1.7564, -3.3707], [1.2376, 1.1712, -2.5440], [0.9239, -2.3268, -0.2849], [1.7971, -2.1851, 0.7916], [2.3952, -3.3096, 1.3420], [2.1246, -4.5660, 0.8195], [1.2564, -4.7045, -0.2559], [0.6544, -3.5864, -0.8115], [-4.4172, -2.3941, -1.9664], [-4.0494, -2.3925, -4.4317], [-1.8566, -1.6611, -5.3281], [-0.0801, -0.9598, -3.8070], [2.6971, -1.8726, -2.1483], [4.3661, -0.8187, -3.6253], [4.0493, 1.5079, -4.3866], [2.0612, 2.7865, -3.6775], [0.3859, 1.7430, -2.1969], [2.0344, -1.2076, 1.1995], [3.0807, -3.1935, 2.1709], [2.5932, -5.4418, 1.2491], [1.0447, -5.6858, -0.6597], [-0.0300, -3.6963, -1.6438], [1.8998, 2.5989, 0.5812], [3.4113, 1.3452, 0.2666], [4.2724, 2.5388, 1.4185], [3.0048, 0.4416, 2.0284], [4.0375, 2.5504, -1.1210], [5.1423, 0.4577, 0.2416], [0.0150, 0.2504, 0.0918]]
}

***

5.
{
  "formula": "C27H23F6OPdSSe3",
  "method": "ωB97M-V/def2-TZVPD",
  "total_charge": -1,
  "e_above_lowest_ev": 0.000,
  "homo_lumo_gap_ev": 6.9,
  "mol_weight_g_mol": 852.835,
  "e_homo_ev": -4.723,
  "symbols": ["Pd", "C", "Se", "C", "C", "Se", "C", "H", "H", "H", "H", "H", "H", "H", "H", "H", "H", "C", "C", "O", "S", "C", "C", "C", "C", "C", "C", "C", "C", "H", "H", "H", "H", "H", "H", "H", "F", "C", "C", "F", "C", "F", "C", "Se", "C", "F", "C", "F", "F", "C", "C", "C", "C", "C", "C", "C", "H", "H", "H", "H", "H", "H"],
  "positions_angstrom": [[0.3034, 0.2589, 0.1487], [0.1627, -0.6353, 3.9844], [-0.3172, 0.7804, 2.7431], [-2.1990, 0.2874, 2.5163], [-2.4511, -1.1877, 2.2712], [-1.3196, -1.9384, 0.8603], [-2.6126, -3.3059, 0.3260], [-0.5754, -0.6796, 4.7833], [1.1359, -0.3800, 4.3961], [0.2388, -1.5859, 3.4610], [-2.5034, 0.8910, 1.6631], [-2.7471, 0.6145, 3.4018], [-3.4861, -1.3203, 1.9523], [-2.2951, -1.7760, 3.1757], [-2.8894, -3.9210, 1.1809], [-2.1221, -3.9237, -0.4225], [-3.4910, -2.8376, -0.1134], [-2.1736, 8.9831, -0.4741], [-3.5545, 9.3079, 0.0356], [-3.9820, 10.4335, 0.0795], [-4.6264, 8.0071, 0.6371], [-3.6958, 6.5122, 0.4530], [-2.8573, 6.0747, 1.4746], [-2.1335, 4.9043, 1.3316], [-2.2338, 4.1313, 0.1670], [-3.0932, 4.5767, -0.8468], [-3.8163, 5.7472, -0.7046], [-1.4890, 2.9217, 0.0271], [-0.8710, 1.8779, -0.1099], [-1.4589, 9.2727, 0.2981], [-1.9883, 9.5991, -1.3526], [-2.0296, 7.9332, -0.7082], [-2.7700, 6.6629, 2.3796], [-1.4765, 4.5666, 2.1225], [-3.1826, 3.9860, -1.7489], [-4.4765, 6.0808, -1.4957], [7.5812, 0.2274, -1.1186], [6.3616, -0.1215, -0.6854], [5.3635, 0.8238, -0.5584], [5.6257, 2.1024, -0.8643], [4.1055, 0.4562, -0.1081], [3.2098, 1.4413, 0.0094], [3.7809, -0.8554, 0.2210], [2.0714, -1.4699, 0.8215], [4.8178, -1.7755, 0.0865], [4.6182, -3.0677, 0.3858], [6.0826, -1.4334, -0.3541], [7.0420, -2.3645, -0.4655], [-3.4667, -3.1139, -3.8321], [-2.4450, -2.3381, -3.3740], [-1.2332, -2.9248, -3.0897], [-0.2040, -2.1206, -2.6103], [-0.3741, -0.7499, -2.4148], [0.7216, 0.0605, -1.8369], [-1.6205, -0.1993, -2.7287], [-2.6578, -0.9827, -3.2059], [-1.1003, -3.9884, -3.2408], [0.7514, -2.5697, -2.3627], [0.7520, 1.0939, -2.1718], [1.6861, -0.4350, -1.8914], [-1.7798, 0.8580, -2.5568], [-3.6272, -0.5589, -3.4345]]
}

***

6.
{
  "formula": "C27H23MnN15O2S2",
  "method": "ωB97M-V/def2-TZVPD",
  "total_charge": -1,
  "s2": 6.044,
  "e_above_lowest_ev": 2.661,
  "homo_lumo_gap_ev": [6.4, 6.8],
  "spin_multiplicity": 5,
  "mol_weight_g_mol": 708.656,
  "e_homo_ev": [-4.621, -5.035],
  "symbols": ["Mn", "C", "C", "C", "C", "C", "C", "C", "S", "O", "O", "N", "C", "C", "C", "C", "C", "N", "H", "H", "H", "H", "H", "H", "H", "H", "H", "H", "H", "N", "C", "N", "N", "N", "N", "C", "N", "N", "N", "N", "H", "C", "C", "C", "N", "N", "C", "N", "S", "H", "H", "H", "H", "H", "H", "H", "N", "C", "C", "C", "C", "C", "C", "C", "C", "C", "H", "H", "H", "H"],
  "positions_angstrom": [[-0.0824, -0.0052, 0.0910], [-2.0615, -5.4063, 5.3218], [-1.6016, -4.0605, 4.8465], [-0.4288, -3.4935, 5.3270], [-0.0313, -2.2367, 4.9019], [-0.7969, -1.5639, 3.9721], [-1.9603, -2.1139, 3.4669], [-2.3604, -3.3582, 3.9143], [-0.3979, 0.1216, 3.4923], [0.5998, 0.6199, 4.4057], [-1.6482, 0.8123, 3.4108], [0.2263, -0.0251, 1.9774], [1.5524, -0.1577, 1.7476], [2.5434, -0.5545, 2.6425], [3.8602, -0.6539, 2.1816], [4.1482, -0.3309, 0.8607], [3.1200, 0.0429, 0.0200], [1.8373, 0.1039, 0.4452], [-1.3415, -5.8405, 6.0106], [-2.1848, -6.0816, 4.4761], [-3.0232, -5.3252, 5.8289], [0.1695, -4.0364, 6.0443], [0.8592, -1.7669, 5.2916], [-2.5223, -1.5529, 2.7373], [-3.2799, -3.7911, 3.5499], [2.2820, -0.7353, 3.6689], [4.6466, -0.9502, 2.8576], [5.1582, -0.3483, 0.4844], [3.2980, 0.3757, -0.9967], [-0.0454, 2.3943, -2.3893], [-0.0295, 1.0824, -2.7526], [0.0246, 0.6203, -3.9907], [0.0456, -0.7004, -3.8612], [0.0109, -1.0498, -2.6389], [-0.0291, 0.0478, -1.8620], [-0.0450, 2.7794, -1.0788], [0.0771, 4.0205, -0.6401], [0.0742, 3.9081, 0.6851], [-0.0413, 2.6960, 1.0495], [-0.1249, 1.9143, -0.0306], [-0.0396, 3.1041, -3.1036], [-3.1316, -5.0199, -0.5479], [-2.1040, -4.9541, 0.5855], [-1.0179, -3.9935, 0.2742], [-1.0426, -2.7162, 0.4156], [0.0487, -2.0753, -0.0037], [0.9699, -2.8950, -0.5035], [2.1477, -2.5618, -1.0878], [0.5049, -4.5779, -0.4438], [-3.8974, -5.7573, -0.3153], [-2.6479, -5.2948, -1.4826], [-3.6020, -4.0496, -0.6728], [-1.6666, -5.9444, 0.7368], [-2.5955, -4.6426, 1.5072], [2.5111, -1.6306, -0.9203], [2.8289, -3.2996, -1.1585], [-9.9538, -0.0079, -0.0001], [-8.7997, 0.0008, 0.0018], [-7.4018, 0.0005, 0.0037], [-6.6964, -0.8431, -0.8746], [-5.3260, -0.8468, -0.8686], [-4.6107, -0.0187, 0.0153], [-5.3191, 0.8255, 0.8896], [-6.6901, 0.8384, 0.8830], [-3.2073, -0.0293, 0.0120], [-1.9817, -0.0475, 0.0056], [-7.2498, -1.4833, -1.5482], [-4.7706, -1.4800, -1.5431], [-4.7588, 1.4593, 1.5586], [-7.2415, 1.4878, 1.5490]]
}